{"formula": "C27H55FO19P", "method": "ωB97M-V with the def2-TZVPD basis set", "total_charge": 1, "spin_multiplicity": 1, "species": ["C", "P", "C", "C", "O", "F", "H", "H", "H", "H", "H", "H", "H", "C", "C", "O", "C", "O", "O", "C", "H", "H", "H", "H", "H", "H", "H", "H", "C", "C", "O", "C", "O", "O", "C", "H", "H", "H", "H", "H", "H", "H", "H", "C", "C", "O", "C", "O", "O", "C", "H", "H", "H", "H", "H", "H", "H", "H", "C", "C", "O", "C", "O", "O", "C", "H", "H", "H", "H", "H", "H", "H", "H", "C", "C", "O", "C", "O", "O", "C", "H", "H", "H", "H", "H", "H", "H", "H", "C", "C", "O", "C", "O", "O", "C", "H", "H", "H", "H", "H", "H", "H", "H"], "coordinates": [[1.724, -1.111, -0.200], [2.508, -0.805, -1.773], [4.033, -1.790, -1.884], [5.096, -1.060, -2.691], [5.751, -0.168, -2.306], [5.159, -1.517, -3.944], [1.421, -2.161, -0.170], [0.859, -0.458, -0.067], [2.465, -0.925, 0.584], [2.854, 0.539, -1.912], [1.645, -1.108, -2.823], [3.791, -2.769, -2.305], [4.408, -1.893, -0.857], [2.939, -2.431, -6.424], [2.445, -1.686, -5.206], [1.112, -1.181, -5.353], [0.144, -2.093, -5.146], [0.334, -3.219, -4.757], [-1.024, -1.525, -5.379], [-2.168, -2.378, -5.173], [2.855, -1.798, -7.307], [3.984, -2.710, -6.294], [2.355, -3.336, -6.585], [3.047, -0.791, -5.038], [2.490, -2.328, -4.322], [-2.153, -2.804, -4.171], [-2.177, -3.172, -5.917], [-3.031, -1.734, -5.298], [4.050, -3.661, 4.671], [4.881, -4.092, 3.486], [4.961, -3.057, 2.476], [5.820, -2.071, 2.748], [6.528, -1.980, 3.711], [5.761, -1.189, 1.739], [6.601, -0.033, 1.908], [3.055, -3.348, 4.349], [3.941, -4.494, 5.364], [4.522, -2.834, 5.200], [4.425, -4.934, 2.969], [5.891, -4.373, 3.782], [7.626, -0.334, 2.108], [6.234, 0.583, 2.727], [6.545, 0.512, 0.971], [-5.566, -3.280, 0.097], [-4.292, -3.639, 0.824], [-3.665, -4.814, 0.267], [-2.985, -4.632, -0.856], [-2.788, -3.576, -1.414], [-2.517, -5.813, -1.262], [-1.822, -5.766, -2.509], [-6.249, -4.130, 0.083], [-6.059, -2.449, 0.604], [-5.361, -2.985, -0.931], [-4.493, -3.911, 1.858], [-3.579, -2.815, 0.816], [-1.045, -5.003, -2.486], [-2.516, -5.549, -3.320], [-1.380, -6.747, -2.653], [-8.695, 2.776, 2.872], [-9.112, 1.739, 1.857], [-8.259, 0.574, 1.890], [-8.499, -0.278, 2.883], [-9.358, -0.181, 3.721], [-7.620, -1.283, 2.790], [-7.732, -2.260, 3.831], [-7.648, 3.048, 2.737], [-9.296, 3.677, 2.757], [-8.828, 2.402, 3.887], [-9.005, 2.118, 0.843], [-10.146, 1.427, 2.001], [-8.753, -2.631, 3.904], [-7.430, -1.835, 4.786], [-7.060, -3.066, 3.550], [8.553, 1.461, -3.799], [8.690, 0.934, -2.388], [9.978, 1.232, -1.827], [10.122, 2.483, -1.379], [9.258, 3.324, -1.351], [11.367, 2.628, -0.941], [11.683, 3.938, -0.450], [9.362, 1.083, -4.425], [7.603, 1.139, -4.226], [8.586, 2.549, -3.811], [8.634, -0.154, -2.373], [7.912, 1.330, -1.737], [10.972, 4.242, 0.314], [11.674, 4.658, -1.266], [12.680, 3.857, -0.031], [-6.441, 8.915, 1.762], [-7.634, 8.459, 2.571], [-7.568, 7.053, 2.881], [-6.749, 6.728, 3.879], [-6.095, 7.489, 4.545], [-6.781, 5.401, 4.027], [-5.914, 4.896, 5.048], [-6.341, 8.312, 0.859], [-6.571, 9.957, 1.471], [-5.523, 8.832, 2.342], [-8.556, 8.563, 2.002], [-7.731, 9.025, 3.497], [-6.097, 5.401, 5.994], [-4.872, 5.027, 4.760], [-6.150, 3.839, 5.133]], "forces_ev_per_a": [[0.10, -0.02, 0.09], [0.12, -0.13, 0.21], [0.04, 0.05, -0.05], [-0.48, -0.28, -0.03], [0.21, 0.27, 0.11], [0.15, -0.09, 0.02], [-0.05, 0.12, 0.03], [0.04, -0.10, -0.04], [-0.12, -0.01, -0.03], [-0.01, 0.04, 0.02], [-0.02, 0.05, -0.04], [0.05, 0.07, 0.08], [-0.04, -0.02, -0.10], [-0.19, 0.00, -0.10], [0.33, 0.11, -0.07], [-0.11, -0.12, 0.06], [-0.14, 0.05, 0.15], [0.04, 0.00, 0.03], [0.08, -0.03, -0.04], [-0.08, -0.02, 0.04], [0.04, 0.00, 0.00], [0.00, 0.02, 0.02], [0.01, -0.01, 0.02], [-0.03, 0.00, -0.03], [-0.02, -0.09, -0.10], [0.01, 0.02, 0.00], [0.03, -0.01, 0.01], [0.02, 0.01, -0.02], [-0.01, 0.12, -0.04], [0.00, -0.18, 0.07], [0.00, 0.08, 0.00], [0.01, -0.05, -0.01], [-0.06, 0.00, -0.06], [-0.12, 0.07, -0.14], [0.07, 0.02, -0.04], [-0.01, -0.05, 0.01], [0.00, -0.01, -0.01], [0.02, -0.03, 0.01], [0.00, 0.04, -0.04], [0.01, 0.06, 0.00], [-0.01, -0.01, 0.02], [0.02, -0.03, 0.02], [-0.01, -0.01, 0.00], [-0.03, -0.05, -0.10], [-0.07, 0.14, 0.14], [0.02, -0.01, -0.10], [0.10, -0.02, 0.11], [-0.01, -0.02, 0.00], [-0.09, 0.11, -0.01], [0.13, -0.02, -0.10], [-0.01, 0.01, 0.05], [0.00, -0.01, 0.02], [0.02, 0.03, 0.02], [0.02, -0.05, -0.02], [0.02, -0.02, -0.07], [0.00, 0.00, -0.05], [0.01, 0.02, 0.00], [-0.06, -0.02, 0.06], [0.12, -0.09, 0.10], [-0.15, 0.14, -0.08], [0.03, -0.05, 0.06], [-0.05, 0.01, -0.02], [0.07, 0.00, -0.04], [0.04, 0.01, 0.01], [0.00, -0.06, -0.03], [-0.02, 0.05, -0.04], [0.01, 0.00, -0.02], [-0.04, 0.00, -0.01], [0.04, -0.04, 0.00], [0.03, -0.05, 0.05], [0.00, 0.02, 0.01], [-0.04, 0.01, 0.00], [0.01, 0.01, 0.00], [0.11, 0.07, 0.00], [-0.12, -0.11, -0.02], [0.04, 0.10, -0.03], [-0.08, -0.05, 0.13], [0.06, -0.03, -0.04], [-0.02, -0.01, -0.06], [0.04, 0.01, 0.04], [-0.03, -0.03, -0.01], [0.00, -0.01, 0.01], [-0.03, 0.00, 0.02], [0.06, 0.01, 0.02], [0.04, 0.06, 0.00], [-0.01, 0.00, -0.02], [-0.03, 0.00, 0.01], [0.00, -0.01, -0.02], [0.06, -0.10, 0.00], [-0.08, 0.15, -0.02], [0.06, -0.04, 0.03], [-0.03, 0.03, 0.03], [-0.01, -0.05, -0.06], [0.02, 0.02, -0.04], [-0.04, -0.05, 0.04], [-0.02, 0.03, -0.02], [-0.01, 0.00, 0.00], [-0.02, 0.02, 0.02], [0.00, -0.05, 0.01], [0.05, -0.04, 0.02], [0.01, 0.01, -0.01], [0.00, 0.04, 0.02], [0.00, 0.01, -0.01]], "mulliken_charge": [-0.953, 0.349, -0.349, 0.381, -0.367, -0.215, 0.413, 0.391, 0.351, 0.170, 0.074, 0.507, 0.240, -1.350, 0.006, -0.404, 0.847, -0.582, -0.371, -0.475, 0.345, 0.376, 0.313, 0.381, 0.195, 0.166, 0.307, 0.253, -1.101, -0.211, -0.323, 0.667, -0.547, -0.222, -0.609, 0.276, 0.378, 0.319, 0.295, 0.327, 0.342, 0.325, 0.097, -0.951, -0.130, -0.373, 0.779, -0.598, -0.352, -0.531, 0.297, 0.215, 0.342, 0.257, 0.281, 0.216, 0.267, 0.268, -0.991, -0.299, -0.346, 0.718, -0.558, -0.232, -0.649, 0.252, 0.373, 0.323, 0.293, 0.337, 0.330, 0.312, 0.144, -1.140, 0.069, -0.387, 0.751, -0.561, -0.350, -0.635, 0.326, 0.288, 0.323, 0.281, 0.220, 0.296, 0.297, 0.223, -1.086, -0.205, -0.335, 0.712, -0.565, -0.227, -0.699, 0.286, 0.356, 0.314, 0.287, 0.324, 0.329, 0.324, 0.183]}

***

{"formula": "C27H56ClF3LuN8O7PSi", "method": "ωB97M-V with the def2-TZVPD basis set", "spin_multiplicity": 1, "de_lowest_kj_mol": 0.0, "species": ["Lu", "C", "C", "N", "C", "C", "N", "C", "C", "C", "N", "C", "C", "N", "C", "H", "H", "H", "H", "H", "H", "H", "H", "H", "H", "H", "H", "H", "H", "H", "H", "H", "H", "H", "H", "H", "H", "H", "H", "O", "Cl", "O", "O", "O", "C", "Si", "C", "C", "N", "C", "C", "C", "C", "C", "C", "H", "H", "H", "H", "H", "H", "H", "H", "H", "H", "H", "H", "H", "H", "C", "N", "C", "P", "O", "N", "C", "C", "N", "C", "C", "H", "H", "H", "H", "H", "H", "H", "H", "H", "H", "H", "H", "H", "H", "H", "H", "H", "H", "F", "C", "F", "F", "C", "O", "O"], "coordinates": [[-0.405, -0.335, 0.861], [-1.526, -0.770, -3.826], [-2.722, 0.203, -3.921], [-2.272, 1.597, -4.026], [-2.551, 2.461, -2.910], [-1.942, 2.039, -1.562], [-2.319, 0.744, -0.924], [-3.712, 0.703, -0.536], [-4.385, -0.668, -0.452], [-3.753, -1.705, 0.487], [-2.348, -1.933, 0.197], [-2.193, -2.492, -1.145], [-0.703, -2.547, -1.580], [-0.149, -1.161, -1.628], [-0.316, -0.417, -2.913], [-1.132, -0.857, -4.862], [-1.868, -1.782, -3.672], [-3.464, 0.039, -3.132], [-3.302, -0.043, -4.827], [-2.619, 2.018, -4.878], [-3.640, 2.620, -2.821], [-2.150, 3.445, -3.141], [-2.200, 2.815, -0.831], [-0.852, 2.121, -1.615], [-2.109, 0.007, -1.592], [-4.383, 1.276, -1.206], [-3.808, 1.196, 0.430], [-4.417, -1.142, -1.447], [-5.429, -0.498, -0.140], [-4.267, -2.671, 0.444], [-3.746, -1.326, 1.521], [-1.998, -2.618, 0.837], [-2.832, -1.908, -1.847], [-2.587, -3.526, -1.163], [-0.540, -3.093, -2.530], [-0.188, -3.127, -0.821], [0.867, -1.268, -1.511], [0.566, -0.582, -3.512], [-0.384, 0.667, -2.724], [2.904, -0.078, 3.846], [1.546, 0.282, 4.059], [1.322, 1.679, 4.247], [1.036, -0.501, 5.110], [0.793, -0.075, 2.815], [1.431, -3.772, 3.591], [-0.078, -3.296, 2.646], [-1.355, -2.384, 3.695], [-1.133, -4.810, 2.134], [0.454, -2.389, 1.276], [1.575, -2.922, 0.692], [1.871, -4.346, 0.664], [3.053, -4.776, 0.129], [3.916, -3.922, -0.518], [3.626, -2.584, -0.603], [2.490, -2.103, -0.001], [2.060, -4.557, 3.174], [1.276, -3.979, 4.621], [2.034, -2.864, 3.606], [-1.638, -3.071, 4.508], [-2.286, -2.263, 3.144], [-1.084, -1.436, 4.182], [-0.926, -5.619, 2.821], [-0.871, -5.157, 1.133], [-2.196, -4.556, 2.134], [1.220, -5.051, 1.175], [3.250, -5.863, 0.085], [4.804, -4.239, -1.040], [4.301, -1.901, -1.122], [2.325, -1.004, -0.011], [1.808, 4.091, 1.556], [1.338, 3.777, 0.188], [0.067, 4.349, -0.218], [1.873, 2.360, -0.434], [0.975, 1.142, -0.222], [2.041, 2.673, -2.030], [2.075, 4.013, -2.608], [2.522, 1.611, -2.905], [3.341, 2.054, 0.176], [3.513, 1.270, 1.383], [4.523, 2.820, -0.153], [1.423, 5.086, 1.839], [2.936, 4.159, 1.606], [1.495, 3.383, 2.302], [-0.700, 4.047, 0.490], [-0.206, 4.069, -1.238], [0.194, 5.430, -0.251], [2.564, 4.743, -1.933], [1.088, 4.360, -2.847], [2.632, 3.939, -3.545], [2.376, 0.645, -2.420], [3.614, 1.722, -3.074], [1.914, 1.654, -3.812], [2.603, 0.761, 1.694], [3.777, 1.926, 2.222], [4.270, 0.495, 1.261], [4.389, 3.464, -1.038], [5.389, 2.120, -0.344], [4.820, 3.498, 0.643], [-3.079, 1.828, 4.395], [-2.684, 2.458, 3.298], [-3.749, 3.040, 2.685], [-1.857, 3.423, 3.664], [-1.923, 1.452, 2.371], [-2.309, 0.279, 2.318], [-0.991, 1.935, 1.707]], "forces_ev_per_a": [[-0.44, 1.07, -0.10], [0.41, -0.20, -1.01], [-0.06, -0.01, -0.43], [0.32, -0.62, -0.32], [-0.83, -0.08, 0.56], [-0.01, 0.40, 0.67], [0.94, 0.23, -0.89], [-1.29, 0.25, 0.31], [0.12, -0.75, 0.02], [-0.03, 0.81, 0.97], [0.79, 0.56, -0.86], [0.39, -0.64, -0.96], [-0.81, 0.44, -0.39], [0.41, -0.79, 0.52], [-0.83, 0.23, -0.24], [-0.02, 0.38, 0.55], [-0.26, -0.29, 0.30], [0.18, 0.27, 0.21], [0.40, -0.05, 0.15], [0.05, -0.07, 0.10], [0.07, -0.06, 0.31], [0.20, 0.18, 0.04], [-0.18, -0.11, -0.10], [-0.22, -0.40, -0.06], [-0.24, 0.20, 0.35], [0.49, -0.01, -0.04], [0.03, 0.03, 0.15], [-0.35, 0.45, 0.17], [0.37, -0.11, -0.12], [-0.40, 0.15, -0.04], [-0.46, -0.17, -0.29], [0.19, -0.55, 0.47], [0.81, -0.50, 0.47], [0.02, 0.22, -0.11], [-0.39, 0.28, 0.26], [0.22, 0.22, -0.01], [-0.45, 0.04, 0.01], [0.33, -0.05, -0.15], [0.38, -0.56, 0.04], [0.67, 0.46, -0.21], [-0.73, -0.23, -1.14], [0.50, 0.19, 0.25], [-0.83, -0.34, 0.99], [0.10, 0.01, -0.04], [0.64, 0.27, -0.16], [-0.90, -0.25, 0.35], [0.20, 0.09, 0.48], [0.45, 0.51, -0.43], [-0.37, 0.25, -0.16], [0.43, -1.10, -0.65], [-0.39, 1.66, 0.57], [0.03, -1.62, -0.64], [0.90, 0.25, -0.73], [0.17, 0.28, -0.08], [-0.67, 1.27, 0.34], [-0.18, 0.02, 0.00], [-0.44, -0.38, 1.04], [0.24, 0.18, -0.10], [0.22, -0.02, -0.13], [-0.13, 0.26, -0.17], [-0.02, -0.33, -0.38], [-0.22, -0.32, 0.25], [-0.08, -0.08, -0.04], [-0.04, -0.18, 0.15], [0.12, 0.17, -0.32], [-0.01, 0.67, 0.25], [0.15, -0.52, 0.15], [-0.15, -0.16, 0.12], [0.03, -0.70, 0.13], [0.95, 1.04, -0.22], [0.72, -0.24, 0.29], [0.19, 0.30, 0.09], [-1.05, -0.70, 0.07], [0.51, 0.26, 0.01], [-0.04, 0.18, -0.14], [0.85, -0.07, 0.29], [0.14, 0.08, 0.37], [0.60, -0.32, 0.16], [-0.25, -0.14, 0.73], [0.83, -0.21, -0.94], [0.09, -0.43, -0.19], [-1.25, -0.07, -0.23], [-0.37, -0.43, 0.32], [-0.31, 0.12, -0.07], [0.07, -0.24, 0.28], [-0.21, 0.21, 0.23], [-0.28, -0.37, -0.43], [-0.54, 0.31, -0.17], [0.07, 0.21, 0.12], [-0.08, 0.02, -0.06], [-0.58, -0.02, -0.31], [0.44, -0.25, -0.19], [0.06, 0.16, -0.42], [0.16, -0.16, -0.08], [0.16, 0.10, -0.07], [-0.10, -0.47, 0.17], [-0.85, 0.69, 0.16], [0.01, -0.01, 0.38], [-0.64, 0.00, 0.25], [0.57, -0.59, -0.34], [0.29, -0.45, 0.22], [0.14, 0.63, 0.12], [-0.29, 1.46, -0.15], [0.15, -1.11, -0.17], [0.27, -0.22, -0.33]], "mulliken_charge": [2.270, -0.848, -0.319, -0.210, -1.615, 0.384, 3.112, -0.825, -1.196, -0.885, 0.648, -0.472, -0.378, -0.160, -0.297, 0.481, 0.306, -0.226, 0.565, 0.337, 0.357, 0.588, 0.654, -0.948, -2.007, 0.355, 0.356, 0.186, 0.590, 0.531, 0.429, -0.857, 0.068, 0.594, 0.549, -0.155, -0.299, 0.820, -0.534, -0.688, 2.058, -0.711, -0.691, -1.074, -1.183, 0.690, -0.988, -1.512, 0.937, -0.096, -0.598, -0.849, -0.910, -0.554, -0.250, 0.458, 0.569, 0.219, 0.542, 0.221, 0.074, 0.424, 0.311, 0.373, 0.461, 0.356, 0.368, 0.450, 0.206, -0.895, 0.322, -0.565, -1.800, 1.136, 0.972, -1.156, -0.859, 1.248, -0.348, -1.162, 0.417, 0.140, 0.262, -0.114, 0.070, 0.535, 0.375, 0.219, 0.431, -0.132, 0.428, 0.471, -0.920, 0.367, 0.404, 0.277, 0.285, 0.395, -0.239, 0.464, -0.275, -0.213, -0.103, -0.430, -0.570]}

***

What HOMO level values result from the calculations? In sequence: -12.018, -7.140 eV.